No. 1
Below is a molecular structure, C16H33ClCuP2, with properties calculated with ωB97M-V/def2-TZVPD.

```
53
Properties=species:S:1:pos:R:3:forces:R:3
H -0.238 2.126 -3.296 -0.21 -0.18 -0.14
C -1.020 6.629 -2.585 0.61 0.24 0.50
H -4.387 0.589 0.246 -0.12 0.11 -0.92
H -3.136 2.479 1.868 0.33 0.47 -0.02
C 1.514 2.685 0.244 0.09 -1.52 -1.50
H -1.813 4.469 -5.875 -0.14 0.15 -0.35
H -3.081 3.968 0.880 0.26 -0.99 -0.50
H -3.858 0.447 -1.516 -0.21 0.12 0.56
H 1.471 4.228 -3.267 -1.07 0.52 -0.28
H 1.661 0.174 -4.483 -0.34 -0.51 0.59
C -1.440 2.235 -1.633 -1.88 1.83 -1.07
Cu 0.540 5.011 -1.134 0.40 -1.94 1.31
H 1.110 6.412 -2.256 0.20 0.51 -0.32
H -0.873 7.375 -1.806 -0.03 0.48 -0.11
H -0.784 0.763 1.178 0.43 0.32 -0.04
H -1.564 3.280 1.486 -0.16 -0.39 -0.31
H -3.436 4.165 -2.009 1.01 0.51 -0.37
H 2.571 2.823 -2.012 0.05 -0.67 -0.75
H -4.782 1.880 -0.960 0.71 -0.16 0.25
P 1.242 0.722 -2.059 0.46 0.43 -0.23
P -2.444 1.702 -0.180 2.65 1.29 -1.73
H 0.650 6.875 -3.934 0.23 -0.21 0.27
C 2.477 1.986 -2.742 -0.61 -0.33 -0.07
H 2.572 2.283 0.055 -1.57 0.21 0.21
C -0.456 1.428 -2.486 0.69 -0.40 0.01
C 0.498 4.742 -3.472 0.16 0.35 -1.52
C -2.842 4.810 -4.075 -0.80 -0.22 0.82
H -3.351 3.873 -4.405 0.24 0.57 0.34
C -0.346 4.258 -4.433 1.07 0.16 0.28
C -2.640 4.749 -2.547 -0.78 0.33 -0.23
H 3.427 1.419 -2.884 -0.54 0.53 0.14
H 2.092 2.304 -3.749 0.51 -0.11 0.87
C 0.384 6.227 -3.071 0.00 -0.29 -0.72
H -0.705 0.133 -0.487 -0.20 0.37 0.51
C -1.723 5.507 -1.888 -1.34 -0.22 0.06
H -1.711 -0.586 0.741 -0.73 0.59 -0.25
H 2.086 -1.163 -3.314 -0.58 0.25 -0.48
H -0.051 3.361 -5.027 -0.33 0.52 0.81
H -1.626 5.456 -0.788 -0.48 0.25 -0.51
H -1.596 7.084 -3.397 -0.08 -0.21 0.25
C -1.584 4.973 -4.941 0.02 -0.37 -0.33
H -0.935 0.541 -2.933 -0.27 0.44 0.18
C -2.554 3.006 1.083 -0.49 -0.13 0.67
H -1.452 6.028 -5.213 0.38 -0.22 0.25
C -4.021 1.132 -0.662 -1.53 -0.88 0.25
H -2.178 2.543 -2.477 0.76 -0.38 1.75
H -3.564 5.637 -4.294 0.39 -0.50 -0.05
Cl 1.729 3.789 1.573 0.01 1.27 1.74
H 0.319 -0.814 -3.723 0.84 -0.14 -0.12
C 1.334 -0.390 -3.576 0.00 0.26 0.28
H 0.853 1.833 0.619 1.10 0.93 -0.35
H -1.101 3.251 -1.274 0.51 -1.17 -0.60
C -1.376 0.393 0.350 0.37 -1.86 0.96
```
Forces are in eV/Å.

Values from the calculation:
E_HOMO (alpha / beta): -3.99 / -5.61 eV
ΔE to the lowest compared entry with this formula, charge and spin: 0.0 kcal per mole
2S+1: 2
Electronic energy: -3412.4744 a.u.
⟨S²⟩: 0.77

***

No. 2
Below is 7 unconnected molecules or ions with the total composition C16H33N5O8P2, with properties calculated with ωB97M-V/def2-TZVPD.

```
64
Properties=species:S:1:pos:R:3:forces:R:3
H -4.585 1.556 -3.247 0.21 0.00 0.17
C -0.251 -3.503 0.653 -1.16 -0.44 0.84
N 2.771 0.817 2.080 -1.85 -1.53 0.11
H -2.285 -4.054 0.637 -0.84 -0.68 -0.92
H 0.352 1.194 -0.516 -0.25 -0.38 0.48
P -3.413 1.963 -0.256 -1.33 1.51 -0.99
O -4.298 2.392 0.947 0.02 -0.06 0.81
O 2.721 3.219 -3.165 -0.49 -0.99 0.36
H 2.938 2.488 0.174 0.37 0.42 0.29
H -4.195 4.103 1.919 0.25 -0.15 1.04
H -2.918 3.329 -3.048 -0.10 0.05 0.07
H -0.434 0.125 -1.767 0.47 0.24 0.59
H -1.556 4.027 -2.273 0.28 0.51 0.84
H 3.872 3.362 -1.119 -0.28 -0.42 0.22
C 0.503 0.581 -1.393 -0.70 -0.16 -0.62
H -2.743 3.091 2.320 -0.05 -0.16 -0.45
C 3.729 2.414 -0.570 0.49 1.24 0.96
H 4.208 -2.432 2.086 0.35 -0.40 1.42
H -6.041 1.305 -2.355 -1.64 -1.34 -0.01
P 2.461 1.844 -2.691 -0.78 0.01 -0.35
H -0.102 -3.088 6.015 -1.06 -0.30 0.30
C 0.298 0.151 2.574 0.55 0.11 0.08
H 4.286 0.936 -5.222 -0.64 0.66 0.58
C -3.822 3.098 2.159 -0.38 0.18 -2.10
H 4.697 2.189 -0.092 -0.58 -0.36 -0.18
C 1.806 -2.370 -3.894 -1.62 -1.07 1.20
H -1.465 -2.960 7.225 0.05 0.15 -0.33
O -3.155 3.338 -1.007 0.68 0.66 -0.24
H -1.301 -4.670 2.010 -0.17 -0.51 0.10
H 1.925 -2.516 -2.812 0.20 0.50 -0.16
C -2.290 3.253 -2.155 -0.58 -1.23 -1.26
C -1.942 -2.446 5.191 1.52 -1.96 2.64
O -4.405 1.203 -1.215 0.64 -1.06 1.14
H -5.330 2.789 -2.169 0.55 -0.07 -0.09
H 0.127 -0.893 2.594 -0.44 -1.17 -0.03
N 0.791 -3.258 0.259 0.83 0.31 -0.57
C -1.201 -3.245 6.201 0.85 0.55 -0.68
H -1.843 -3.026 1.895 -0.16 0.73 0.61
H 1.258 -0.177 -1.268 0.19 -0.38 0.37
O 0.901 1.484 -2.420 1.89 1.23 -0.61
O -2.203 1.261 0.035 2.02 -1.63 0.83
C -1.515 -3.867 1.328 1.54 0.71 -0.06
N -0.684 -1.843 -4.278 -3.94 0.89 -0.62
H 2.267 -1.493 -4.266 1.09 0.43 -0.27
C 0.378 -2.161 -4.127 3.64 -0.67 0.69
H -0.401 0.618 1.872 0.25 0.09 0.18
H 2.813 0.229 -5.727 -0.13 0.35 0.67
O 3.327 1.376 -1.430 -0.53 -0.45 -1.48
C 3.188 1.020 -5.030 0.62 -0.66 -3.24
N 1.852 -2.667 4.092 -0.42 -0.08 0.00
H 2.067 -3.330 -4.297 0.59 -0.12 -0.72
C 2.910 -2.674 3.652 -1.38 -0.19 0.89
N -2.624 -1.951 4.442 -1.41 1.42 -1.97
C 1.707 0.351 2.219 1.66 2.15 -0.07
H -1.793 2.265 -2.240 -0.10 0.59 0.36
C -5.092 1.722 -2.296 0.08 2.04 -0.86
H 4.679 -1.743 3.658 0.54 0.36 0.21
C 4.249 -2.619 3.213 0.51 0.71 -2.55
O 2.829 0.701 -3.740 -0.11 -0.09 1.26
H 0.198 0.492 3.609 -0.25 0.20 -0.26
H -4.301 2.558 2.939 -0.47 0.13 0.84
H -1.467 -4.297 6.066 0.16 0.15 -0.05
H 2.747 1.953 -5.428 0.52 -0.23 0.58
H 4.798 -3.511 3.452 0.24 -0.33 0.03
```
Forces are in eV/Å.

Values from the calculation:
E_HOMO: -10.28 eV
ΔE to the lowest compared entry with this formula, charge and spin: 0.0 kcal per mole
Electronic energy: -2187.9583 a.u.

***

No. 3
Below is a molecular structure, C16H33NO2P2Zr, with properties calculated with ωB97M-V/def2-TZVPD.

```
55
Properties=species:S:1:pos:R:3:forces:R:3
H -2.566 2.512 -0.053 -0.18 -0.25 -0.13
C -0.037 1.060 -3.507 0.12 0.21 -0.03
H -0.010 -0.021 -3.599 -0.01 0.04 0.00
H 3.056 -1.564 -1.826 -0.06 -0.01 0.40
C 3.339 -1.599 -0.762 1.87 -0.77 -0.54
H -4.445 0.661 1.929 0.22 -0.11 0.31
H -3.404 -0.629 2.634 -0.03 0.27 -0.08
C -0.024 3.279 -4.473 0.09 0.08 -0.50
H -4.797 -0.845 -0.036 0.26 -0.17 -0.18
H 2.812 -2.426 -0.263 0.23 0.51 -0.17
H 4.439 -1.781 -0.702 -0.34 -0.25 -0.33
H -0.403 -3.871 3.442 -0.31 0.11 -0.03
C 0.001 1.881 -4.625 -0.07 0.53 -0.05
H 0.450 2.470 3.286 -0.06 0.00 0.02
O 0.020 0.782 2.175 -0.34 0.39 2.96
P 2.970 -0.018 0.041 -1.94 -2.75 0.16
C -0.053 3.852 -3.199 -0.12 -0.23 -0.16
H -0.097 3.448 -1.071 -0.02 -0.08 -0.32
H -0.048 -5.437 0.642 0.33 0.27 0.21
H 3.330 2.172 -0.880 0.00 -0.04 -0.08
H -0.983 1.563 3.822 0.00 0.02 -0.05
H 3.827 -1.027 2.045 0.05 0.37 -0.21
H 0.645 0.933 4.151 -0.13 0.07 -0.14
N -0.047 0.892 -1.088 0.12 -2.76 1.47
Zr 0.131 -0.205 0.535 -0.21 1.18 -3.26
H -3.061 1.543 -1.465 0.04 0.09 0.35
C 4.030 -0.089 1.507 0.21 0.15 0.40
H 1.623 0.713 0.447 0.61 2.61 0.40
H 4.810 1.185 -0.992 -0.56 -0.17 -0.02
O -1.334 -2.939 0.397 1.66 -1.79 3.01
H -1.275 -2.370 3.044 -0.16 0.36 -0.01
H -2.113 -3.925 2.937 -0.38 -0.08 0.28
H 3.838 0.756 2.180 0.02 -0.21 -0.14
H 0.996 -4.730 1.928 -0.35 0.10 -0.44
C 0.028 1.467 3.412 0.31 -0.31 -0.76
C 0.390 -4.496 1.035 -0.14 -0.75 -0.07
H -2.861 1.078 2.688 -0.20 -0.25 -0.22
C -3.408 0.330 2.095 -0.23 0.03 0.10
H -0.016 3.925 -5.355 0.05 -0.26 0.28
P -2.626 0.120 0.455 0.02 0.25 -0.11
H -3.660 -0.974 -1.423 -0.03 -0.10 0.26
H -4.238 1.842 -0.132 0.30 -0.01 -0.14
H -3.467 -2.081 -0.032 -0.26 0.24 -0.13
C -3.179 1.660 -0.378 0.14 0.06 0.05
C -0.091 3.037 -2.084 0.15 -0.03 0.00
H 1.028 -4.089 0.247 -0.24 0.04 0.10
H 3.440 0.918 -2.129 -0.03 0.05 0.22
C -1.168 -3.417 2.805 0.54 -0.61 -0.96
H 5.094 -0.071 1.216 -0.31 0.01 0.04
C -0.778 -3.597 1.335 -0.49 2.60 -1.98
H 0.056 1.469 -5.647 -0.09 0.09 0.65
C -0.065 1.617 -2.198 0.05 1.12 -0.40
H -0.050 4.937 -3.080 -0.03 -0.23 -0.08
C -3.760 -1.069 -0.334 -0.14 -0.14 0.03
C 3.707 1.171 -1.098 0.10 0.52 0.03
```
Forces are in eV/Å.

Values from the calculation:
E_HOMO: -5.02 eV
ΔE to the lowest compared entry with this formula, charge and spin: 0.0 kcal per mole
Electronic energy: -1564.3259 a.u.

***

No. 4
Below is a molecular structure, C16H34AlF5IN2O, with properties calculated with ωB97M-V/def2-TZVPD.

```
60
Properties=species:S:1:pos:R:3:forces:R:3
H 2.165 0.248 1.107 0.08 0.18 -0.04
C 4.087 0.382 2.122 0.25 0.23 0.19
C 3.936 -0.838 -0.834 -0.18 -0.16 -0.05
H 2.931 -0.972 -0.431 0.15 0.08 -0.14
C -1.602 -4.586 0.683 2.23 -6.62 2.47
F 2.501 -3.685 0.710 -1.12 -2.00 -2.87
H -1.565 -2.516 -2.455 0.19 -0.08 0.08
H -2.889 4.822 0.085 0.01 -0.01 -0.02
H 4.085 -1.629 -1.578 -0.05 0.11 0.10
H 5.963 -1.146 -0.237 0.08 0.20 0.11
H 4.803 -1.857 0.843 -0.05 0.24 0.10
Al -0.666 -3.809 -2.106 -0.56 -0.42 -2.72
H -5.584 1.834 1.980 0.19 0.05 -0.14
C -3.050 1.091 -1.781 0.08 0.02 0.10
I -2.184 -2.539 1.192 0.18 -0.94 -0.15
H 5.242 2.909 1.997 0.09 -0.06 -0.03
C 2.787 0.993 1.610 -0.40 -0.11 -0.09
C 5.001 -0.953 0.253 0.18 0.05 -0.01
H -6.156 0.749 0.750 0.19 0.01 -0.13
H -3.500 2.952 1.724 -0.22 -0.18 -0.11
H -4.914 2.143 -1.747 -0.13 0.12 -0.16
F 0.793 -1.961 -0.454 1.34 -2.65 -1.62
H 4.460 1.012 2.939 0.11 0.01 -0.15
F 1.933 -2.610 -2.459 -1.36 -1.03 2.80
H -2.411 1.979 -1.781 -0.04 -0.07 0.02
H 6.534 1.131 -0.126 -0.21 -0.24 0.03
C -6.691 2.788 0.408 -0.30 0.22 0.05
C 1.101 -3.136 -1.313 0.53 0.37 -0.16
H 3.859 -0.574 2.610 0.17 -0.01 -0.29
C -3.496 2.830 0.634 0.31 -0.35 -0.15
C 2.017 -4.274 -0.573 1.24 0.90 0.67
H -4.002 4.106 -1.076 0.01 -0.05 0.08
H -7.695 2.534 0.763 0.07 0.00 -0.03
H 4.907 1.788 -0.223 -0.06 0.12 -0.16
C 5.654 1.394 0.474 -0.11 -0.11 0.28
H -6.739 2.850 -0.683 0.05 -0.01 0.12
H 3.977 0.117 -1.366 0.02 -0.06 0.06
N 5.173 0.192 1.159 0.22 -0.28 -0.02
H -2.847 -5.267 -1.235 1.98 0.83 0.86
C -5.698 1.735 0.893 0.28 -0.28 -0.11
H -3.175 0.785 -2.826 -0.01 0.01 0.18
H -2.462 2.547 0.403 -0.18 -0.10 -0.08
H 6.865 2.189 2.098 -0.14 -0.02 -0.03
F 1.333 -5.559 -0.303 1.58 3.77 -0.54
H -4.592 4.706 0.487 0.04 -0.04 -0.18
C -1.741 -5.072 -0.899 0.42 -1.34 1.76
H 2.953 -4.513 -1.263 -2.03 0.34 1.74
H -6.457 3.777 0.807 -0.01 -0.04 -0.13
F -0.265 -4.602 -3.818 -0.43 0.81 2.66
H 2.204 1.374 2.452 0.00 0.01 0.01
C -3.771 4.184 -0.011 -0.10 0.39 0.05
H 2.954 1.828 0.925 0.04 -0.06 0.03
N -4.369 1.714 0.265 -0.35 -0.03 0.37
H -5.009 0.452 -1.279 -0.06 0.18 0.26
C -4.415 1.366 -1.158 0.27 -0.04 0.07
H -1.190 -6.129 -0.945 -1.26 2.15 0.45
H -2.530 0.284 -1.255 -0.05 0.11 -0.07
O -1.115 -5.438 1.606 -3.05 5.96 -5.48
C 6.081 2.521 1.410 -0.06 0.01 0.09
H 6.479 3.357 0.825 -0.05 -0.12 0.03
```
Forces are in eV/Å.

Values from the calculation:
E_HOMO: -6.02 eV
Net charge: -1
Electronic energy: -1854.2557 a.u.

***

Q: Among the records above, which one has the highest electronic energy?
A: C16H33NO2P2Zr